DFT (ωB97M-V with the def2-TZVPD basis set) results for a cluster of 2 separate species, C2H7N3O2 in total at a distorted geometry.

Summary:
E_HOMO (spin up / spin down), eV: -18.359 / -18.359
Orbital gap (spin up / spin down), eV: 9.59 / 9.59
Net charge: +2

Last columns: bonded neighbours and bond lengths (Å).
Cartesian coordinates (Å):
1 N 2.040 0.664 -1.117  H6 1.032, C9 1.324, O12 1.214
2 O -0.764 -0.095 1.084  C13 1.191
3 H -3.353 0.339 2.920  N4 1.126
4 N -2.752 -0.406 2.327  H3 1.126, H10 1.118, C13 1.509, H14 1.029
5 H -0.704 0.080 2.990  C13 1.052
6 H 2.678 1.448 -0.910  N1 1.032
7 N 2.170 -0.201 -3.392  H8 0.994, C9 1.289, H11 1.047
8 H 2.930 -0.835 -3.305  N7 0.994
9 C 1.778 0.536 -2.409  N1 1.324, N7 1.289
10 H -3.146 -0.610 1.301  N4 1.118
11 H 1.772 0.010 -4.338  N7 1.047
12 O 1.423 0.368 -0.115  N1 1.214
13 C -1.313 0.007 2.136  O2 1.191, N4 1.509, H5 1.052
14 H -2.760 -1.305 2.828  N4 1.029

***

DFT (ωB97M-V with the def2-TZVPD basis set) results for a cluster of 10 separate species, C41H62BN9O in total at a distorted geometry.

Summary:
E_HOMO, eV: -7.150
Orbital gap, eV: 3.96
Net charge: 0

Last columns: bonded neighbours and bond lengths (Å).
Cartesian coordinates (Å):
1 C 4.987 3.368 -1.642  C9 1.496, N14 1.416, H88 1.043
2 C 4.053 1.029 4.192  H7 1.011, C92 1.646, C112 1.513
3 H -1.158 4.270 0.934  B68 1.323
4 N 0.690 -2.757 4.020  C43 1.425, C76 1.360, H79 0.993
5 C -1.439 0.584 0.801  H45 1.150, C50 1.530, H60 0.915, C110 1.526
6 C -0.760 -5.654 -0.001  C48 1.547, C53 1.434, H66 1.082
7 H 4.239 0.093 3.858  C2 1.011
8 H 2.761 -0.385 -2.607  C93 0.984
9 C 5.715 2.100 -1.323  C1 1.496, C80 1.561, H113 1.042
10 H -6.450 2.097 0.733  C40 1.158
11 C 2.724 -2.593 3.023  C13 1.546, H37 1.165, C76 1.516
12 H 0.901 1.048 3.048  C16 1.036
13 C 1.825 -3.357 2.024  C11 1.546, H15 1.133, C43 1.499
14 N 4.320 3.108 -2.864  C1 1.416, C51 1.410, H101 1.182
15 H 2.000 -3.721 0.965  C13 1.133
16 C 0.488 1.437 2.181  H12 1.036, C50 1.576, C57 1.539, H89 1.104
17 C -3.621 -3.063 1.653  H21 1.114, C32 1.513, N109 1.318
18 H -1.007 -2.380 -3.686  C27 1.129
19 H -2.700 -0.379 -7.174  N47 1.042
20 H 2.278 3.677 5.665  C39 1.046
21 H -3.176 -3.724 2.431  C17 1.114
22 C -2.346 -1.467 -5.399  C27 1.599, N47 1.461, H69 1.034
23 H 2.661 2.750 1.910  C52 1.146
24 H -1.939 5.765 -0.176  B68 1.301
25 H 3.028 0.139 1.734  C96 1.028
26 H -0.257 -0.794 2.061  C50 1.225
27 C -1.100 -1.509 -4.398  H18 1.129, C22 1.599, C86 1.558
28 H -4.296 3.423 1.306  C114 1.090
29 H -1.772 -4.161 -3.032  C74 1.100
30 H -1.019 0.983 -2.586  C85 1.233
31 H -5.277 -0.451 0.042  C94 1.055
32 C -4.397 -1.779 1.846  C17 1.513, H67 0.981, C94 1.532
33 H -0.427 -3.723 2.163  C43 1.157
34 H 3.054 2.504 0.272  C52 0.977
35 C -0.274 -0.963 -0.861  H82 1.137, H98 1.082, H103 1.119, C110 1.563
36 H 0.264 -3.752 -1.308  C48 1.150
37 H 3.833 -2.395 2.727  C11 1.165
38 H 1.604 3.497 0.395  C52 1.139
39 C 2.920 3.019 5.166  H20 1.046, N64 1.381, C112 1.535
40 C -6.506 2.979 1.481  H10 1.158, C71 1.569, C114 1.443
41 H 3.054 0.197 0.164  C96 1.100
42 N 2.385 -3.306 -4.086  C91 1.499, C105 1.390, H111 0.972
43 C 0.502 -3.330 2.729  N4 1.425, C13 1.499, H33 1.157
44 H 1.943 -1.678 5.335  C76 1.212
45 H -2.011 1.576 0.898  C5 1.150
46 H -3.176 -6.111 -2.054  N77 1.006
47 N -2.093 -0.368 -6.328  H19 1.042, C22 1.461, C58 1.436
48 C -0.505 -4.577 -1.081  C6 1.547, H36 1.150, C74 1.546
49 H -4.818 5.614 2.749  N108 1.062
50 C -0.660 0.361 2.099  C5 1.530, C16 1.576, H26 1.225, H99 0.855
51 C 4.483 1.847 -3.472  N14 1.410, H61 1.035, C80 1.539
52 C 2.275 2.688 0.832  H23 1.146, H34 0.977, H38 1.139, C57 1.637
53 C -1.992 -6.265 -0.409  C6 1.434, H72 1.134, N77 1.376
54 H -2.306 0.703 -1.353  C85 0.945
55 C 2.977 -2.467 -1.919  C91 1.577, C93 1.532, H95 1.122
56 H 2.462 0.851 5.743  C112 1.008
57 C 1.393 1.312 0.943  C16 1.539, C52 1.637, C96 1.517, N100 1.433
58 C -0.995 0.468 -5.932  N47 1.436, H81 1.055, C86 1.568
59 C -3.967 -2.268 -0.435  H65 1.110, C94 1.542, N109 1.322
60 H -2.112 -0.033 0.862  C5 0.915
61 H 3.893 1.703 -4.310  C51 1.035
62 H 5.613 -0.038 -2.538  C80 1.158
63 H 0.229 5.414 -0.283  B68 1.305
64 N 3.839 3.423 4.218  C39 1.381, H75 0.984, C92 1.320
65 H -3.995 -2.266 -1.545  C59 1.110
66 H -0.140 -5.820 0.870  C6 1.082
67 H -4.833 -1.498 2.678  C32 0.981
68 B -0.844 5.463 0.456  H3 1.323, H24 1.301, H63 1.305, H78 1.219
69 H -2.870 -2.275 -5.778  C22 1.034
70 H -8.740 3.751 1.947  C71 1.081
71 C -7.674 3.930 1.921  C40 1.569, H70 1.081, C87 1.637
72 H -2.575 -7.093 0.102  C53 1.134
73 H 1.849 -1.452 -5.147  C105 1.111
74 C -1.701 -4.666 -2.058  H29 1.100, C48 1.546, N77 1.316
75 H 3.860 4.400 4.105  N64 0.984
76 C 1.929 -2.254 4.268  N4 1.360, C11 1.516, H44 1.212
77 N -2.375 -5.701 -1.603  H46 1.006, C53 1.376, C74 1.316
78 H -0.545 6.306 1.285  B68 1.219
79 H -0.104 -2.694 4.614  N4 0.993
80 C 5.345 1.086 -2.450  C9 1.561, C51 1.539, H62 1.158
81 H -0.713 1.307 -6.507  C58 1.055
82 H -1.115 -1.584 -1.308  C35 1.137
83 H -2.921 -3.956 0.164  N109 0.946
84 H -1.545 2.154 -0.904  C85 1.139
85 C -1.487 1.161 -1.459  H30 1.233, H54 0.945, H84 1.139, C110 1.478
86 C -0.443 -0.108 -4.582  C27 1.558, C58 1.568, H106 1.114
87 C -6.837 5.072 2.743  C71 1.637, H97 1.065, N108 1.361
88 H 5.158 4.201 -1.037  C1 1.043
89 H -0.183 2.311 2.099  C16 1.104
90 H 5.254 2.738 3.034  C92 0.957
91 C 2.885 -3.798 -2.760  N42 1.499, C55 1.577, H107 1.072
92 C 4.638 2.495 3.725  C2 1.646, N64 1.320, H90 0.957
93 C 2.689 -1.323 -2.896  H8 0.984, C55 1.532, C105 1.532
94 C -4.748 -1.271 0.444  H31 1.055, C32 1.532, C59 1.542
95 H 3.359 -2.532 -0.866  C55 1.122
96 C 2.325 0.116 0.984  H25 1.028, H41 1.100, C57 1.517, H104 1.018
97 H -7.221 5.670 3.536  C87 1.065
98 H 0.425 -0.939 -1.685  C35 1.082
99 H -1.150 0.507 2.784  C50 0.855
100 N 0.629 1.315 -0.269  C57 1.433, O102 1.326, C110 1.477
101 H 3.825 4.073 -3.335  N14 1.182
102 O 1.275 1.675 -1.369  N100 1.326
103 H 0.268 -1.581 -0.101  C35 1.119
104 H 1.704 -0.648 1.243  C96 1.018
105 C 2.294 -1.928 -4.247  N42 1.390, H73 1.111, C93 1.532
106 H 0.391 0.492 -4.153  C86 1.114
107 H 3.061 -4.854 -2.723  C91 1.072
108 N -5.521 4.873 2.457  H49 1.062, C87 1.361, C114 1.420
109 N -3.414 -3.171 0.356  C17 1.318, C59 1.322, H83 0.946
110 C -0.597 0.516 -0.470  C5 1.526, C35 1.563, C85 1.478, N100 1.477
111 H 2.302 -3.874 -4.870  N42 0.972
112 C 2.985 1.486 5.161  C2 1.513, C39 1.535, H56 1.008
113 H 6.282 1.890 -0.474  C9 1.042
114 C -5.279 3.713 1.675  H28 1.090, C40 1.443, N108 1.420

***

The records above give, respectively, energy relative to the best compared isomer or geometry (same formula, charge and spin) values of 39.4; 124.3 kcal/mol.
The records above give, respectively, total energy values of -10730.07489; -59626.27851 eV.
The records above give, respectively, molecular weight values of 105.097; 707.821 Da.